No. 1
{"formula": "C27H64Br2ClN4O6", "method": "ωB97M-V/def2-TZVPD", "largest_force_ev_per_a": 2.731, "total_charge": 1, "lumo_ev": -2.78, "orbital_gap_ev": 8.95, "e_homo_ev": -11.7, "symbols": ["C", "C", "C", "Cl", "C", "N", "C", "N", "C", "N", "N", "C", "Br", "C", "C", "Br", "H", "H", "H", "H", "H", "H", "H", "H", "H", "H", "H", "H", "H", "H", "H", "H", "C", "C", "C", "O", "H", "H", "H", "H", "H", "H", "H", "H", "C", "C", "C", "O", "H", "H", "H", "H", "H", "H", "H", "H", "C", "C", "C", "O", "H", "H", "H", "H", "H", "H", "H", "H", "C", "C", "C", "O", "H", "H", "H", "H", "H", "H", "H", "H", "C", "C", "C", "O", "H", "H", "H", "H", "H", "H", "H", "H", "C", "C", "C", "O", "H", "H", "H", "H", "H", "H", "H", "H"], "xyz": [[4.32430, -1.94796, 2.77290], [3.78410, -1.36801, 4.10942], [2.70998, -0.23935, 3.94965], [3.51463, 1.36464, 4.24358], [2.06225, -0.22609, 2.56654], [2.70841, 0.35082, 1.56632], [1.83026, 0.19207, 0.50177], [2.12413, 0.68404, -0.67948], [1.19243, 0.56815, -1.81182], [0.74278, -0.46005, 0.90962], [0.85079, -0.75400, 2.24262], [-0.20211, -1.42216, 2.99214], [-0.90785, -0.30847, 4.46049], [0.16860, -2.84558, 3.55650], [1.16905, -3.64317, 2.67830], [0.78128, -2.86691, 5.43671], [5.07329, -2.73914, 2.96170], [4.82761, -1.16284, 2.18046], [3.54196, -2.39047, 2.13008], [3.45598, -2.20130, 4.74959], [4.64750, -0.90581, 4.62188], [1.92558, -0.30403, 4.71984], [3.01969, 1.16915, -0.73975], [0.13791, 0.52616, -1.50757], [1.48836, -0.29817, -2.42616], [1.33116, 1.44633, -2.46899], [-0.02478, -0.66905, 0.27076], [-1.04281, -1.56866, 2.28987], [-0.77564, -3.41733, 3.56852], [2.17731, -3.70234, 3.11827], [1.19934, -3.30086, 1.62876], [0.81234, -4.69166, 2.65628], [-0.47573, -3.43962, -5.15595], [0.32083, -2.81557, -4.02431], [0.03067, -3.50013, -2.69682], [-0.00116, -1.42363, -3.92720], [-1.55058, -3.34219, -4.97809], [-0.26390, -2.93122, -6.09803], [-0.23957, -4.49843, -5.27241], [1.38778, -2.88284, -4.24562], [-1.02714, -3.40375, -2.43450], [0.60354, -3.03300, -1.89098], [0.28424, -4.56055, -2.73507], [-0.94400, -1.35012, -3.73204], [-0.98817, 4.14849, 3.71912], [-2.19683, 4.51764, 4.56409], [-1.77823, 5.16876, 5.87291], [-2.96305, 3.34630, 4.83831], [-0.35197, 3.42905, 4.24445], [-1.30222, 3.67353, 2.78663], [-0.39032, 5.02959, 3.47845], [-2.84078, 5.19878, 4.00531], [-1.16819, 4.48337, 6.46890], [-2.65432, 5.41889, 6.47262], [-1.20454, 6.08029, 5.69603], [-2.40329, 2.73655, 5.33404], [1.05325, -1.09715, -8.58784], [0.69846, 0.32100, -8.16911], [1.80092, 0.94012, -7.32345], [-0.52138, 0.31019, -7.42711], [1.18205, -1.73701, -7.70927], [0.25079, -1.53361, -9.18473], [1.97450, -1.11999, -9.17276], [0.52896, 0.93362, -9.05594], [1.95394, 0.36357, -6.40561], [1.52855, 1.95329, -7.02237], [2.74457, 0.98034, -7.87079], [-0.38200, -0.22920, -6.63840], [-3.85531, 1.53517, -1.36111], [-3.40055, 0.25153, -0.68873], [-3.64797, 0.28378, 0.80656], [-1.99455, 0.05769, -0.92838], [-3.30807, 2.39558, -0.96471], [-3.65673, 1.49799, -2.43350], [-4.92209, 1.70220, -1.20974], [-3.92562, -0.59710, -1.13037], [-3.08495, 1.10126, 1.26830], [-3.30125, -0.64392, 1.26853], [-4.70534, 0.41584, 1.03734], [-1.53872, 0.81442, -0.53755], [-6.00800, -2.89204, 2.05007], [-4.57043, -3.33801, 1.83815], [-4.49744, -4.80712, 1.45166], [-3.81969, -3.11924, 3.03700], [-6.47372, -3.45858, 2.86084], [-6.04443, -1.83912, 2.33573], [-6.60180, -3.02892, 1.14476], [-4.10934, -2.73014, 1.05660], [-4.91370, -5.43671, 2.24262], [-3.45948, -5.11626, 1.31182], [-5.04616, -5.00084, 0.52863], [-4.21770, -3.65174, 3.73600], [3.13863, 5.28335, -0.00503], [4.20376, 4.19983, 0.05104], [5.59999, 4.79777, 0.09657], [4.08375, 3.34930, -1.09661], [3.25391, 5.89431, -0.90473], [2.14151, 4.83977, -0.04699], [3.19336, 5.93594, 0.86741], [4.04394, 3.57333, 0.93122], [5.79628, 5.39270, -0.79992], [6.35375, 4.00941, 0.12685], [5.72738, 5.43603, 0.97198], [4.22322, 3.88927, -1.88350]], "forces_ev_per_a": [[0.25, 0.20, -0.12], [0.73, -0.20, -0.51], [-0.15, -0.30, 0.30], [-0.49, -0.46, -0.26], [1.31, 0.61, 1.04], [-2.08, -0.90, -0.44], [2.14, 0.78, 1.51], [-1.00, -0.19, -0.13], [1.15, 0.31, -0.90], [-0.95, 0.06, -2.07], [0.91, 0.32, 0.50], [-0.17, -0.56, 0.56], [-0.07, 0.14, -0.92], [0.00, -0.23, -0.41], [-0.33, -0.69, 0.24], [-0.15, -0.25, -0.59], [-0.40, 0.38, 0.07], [-0.25, -0.33, 0.26], [0.30, 0.22, 0.34], [-0.30, 0.52, -0.22], [-0.52, -0.24, -0.12], [0.40, -0.11, -0.31], [-0.35, 0.08, -0.16], [0.55, -0.15, -0.10], [-0.60, 0.21, 0.32], [-0.18, -0.31, 0.47], [-0.32, -0.35, 0.75], [0.42, 0.15, 0.34], [0.31, 0.57, 0.22], [-0.44, 0.38, -0.34], [0.06, 0.01, 0.46], [0.19, 0.52, -0.05], [0.08, -0.01, -0.23], [-0.65, -0.19, 0.08], [0.14, 0.05, 0.16], [0.26, 0.14, -0.07], [0.03, -0.06, 0.12], [0.05, -0.05, 0.02], [-0.03, 0.02, -0.01], [-0.01, 0.21, 0.01], [-0.02, -0.06, -0.12], [0.07, -0.04, -0.04], [-0.02, 0.02, 0.02], [0.05, -0.02, -0.02], [0.02, 0.00, -0.26], [0.51, -0.26, 0.40], [-0.14, 0.17, 0.06], [-0.28, -0.04, -0.22], [0.01, 0.10, 0.10], [-0.04, 0.08, 0.00], [0.02, -0.04, 0.00], [-0.14, -0.16, 0.02], [0.08, 0.00, -0.10], [0.00, 0.03, -0.07], [0.01, -0.03, 0.04], [-0.05, 0.12, 0.00], [-0.09, -0.07, -0.21], [0.24, -0.40, 0.52], [0.05, 0.23, -0.02], [-0.18, 0.15, -0.14], [0.11, 0.09, 0.04], [0.03, 0.07, -0.03], [-0.01, -0.03, 0.03], [-0.18, 0.02, 0.08], [0.01, -0.11, -0.08], [0.00, -0.01, -0.08], [0.00, -0.01, 0.04], [0.05, 0.05, -0.04], [0.07, -0.04, -0.26], [-0.22, 0.56, 0.32], [0.15, -0.18, 0.13], [0.39, -0.38, 0.04], [-0.07, -0.03, 0.12], [-0.07, -0.04, 0.02], [0.04, 0.01, 0.02], [0.27, -0.09, -0.08], [-0.12, 0.09, -0.02], [-0.12, -0.01, 0.03], [0.04, 0.01, 0.03], [-0.34, 0.18, -0.06], [0.00, 0.27, -0.05], [-0.50, -0.52, 0.35], [0.22, -0.02, -0.13], [0.43, 0.24, -0.17], [0.03, -0.10, -0.08], [0.02, -0.01, -0.06], [-0.01, -0.02, 0.04], [0.12, 0.04, 0.13], [-0.11, 0.07, -0.03], [-0.02, 0.03, -0.05], [0.00, -0.03, 0.04], [0.00, 0.06, -0.04], [-0.21, -0.11, 0.05], [0.14, 0.61, -0.26], [0.16, -0.18, 0.06], [-0.22, -0.51, 0.12], [0.11, 0.03, 0.06], [0.02, 0.00, 0.07], [0.00, 0.01, -0.04], [-0.02, -0.17, -0.15], [-0.10, 0.08, 0.05], [-0.04, 0.01, 0.07], [0.00, 0.01, -0.04], [0.03, -0.03, 0.07]], "lowdin_charge": [-0.11, -0.25, -0.58, 0.64, -0.30, 0.21, -0.32, 0.08, -0.01, 0.19, -0.03, -0.61, 0.73, -0.69, -0.12, 0.72, 0.09, 0.08, 0.05, 0.06, 0.09, 0.03, 0.14, 0.06, 0.08, 0.11, 0.16, 0.10, 0.08, 0.05, 0.08, 0.09, -0.05, -0.49, -0.06, -0.08, 0.09, 0.07, 0.09, 0.14, 0.08, 0.06, 0.08, 0.09, -0.07, -0.50, -0.06, -0.06, 0.07, 0.07, 0.08, 0.14, 0.08, 0.08, 0.08, 0.07, -0.06, -0.49, -0.06, -0.06, 0.07, 0.08, 0.08, 0.14, 0.07, 0.08, 0.08, 0.06, -0.05, -0.47, -0.05, -0.10, 0.09, 0.08, 0.09, 0.14, 0.09, 0.05, 0.09, 0.06, -0.05, -0.51, -0.06, -0.07, 0.09, 0.08, 0.09, 0.12, 0.09, 0.08, 0.08, 0.09, -0.06, -0.49, -0.06, -0.08, 0.08, 0.07, 0.08, 0.13, 0.09, 0.08, 0.08, 0.09]}



No. 2
{"formula": "C2H2NiO", "method": "ωB97M-V/def2-TZVPD", "s2": 3.778, "largest_force_ev_per_a": 1.426, "total_charge": -1, "lumo_ev": [4.61, 4.41], "multiplicity": 4, "orbital_gap_ev": [6.36, 7.56], "e_homo_ev": [-1.7, -3.2], "symbols": ["C", "C", "H", "H", "O", "Ni"], "xyz": [[0.14172, -0.66735, -0.71563], [0.78309, 0.38753, -0.33697], [0.22232, -1.44681, -1.48538], [1.68582, 0.94735, -0.61666], [-1.98532, 0.66537, 2.17733], [-0.84763, 0.11392, 0.97730]], "forces_ev_per_a": [[-0.61, -0.16, 0.55], [0.09, 0.28, 0.34], [0.13, 0.24, 0.08], [-0.15, -0.18, -0.09], [0.97, -0.53, -0.90], [-0.44, 0.36, 0.02]], "nbo_charge": [-0.68, -0.62, 0.16, 0.16, -1.12, 1.10]}



No. 3
{"formula": "C3H7N3O", "method": "ωB97M-V/def2-TZVPD", "largest_force_ev_per_a": 0.668, "relative_energy_ev": 2.8842, "lumo_ev": 0.93, "orbital_gap_ev": 9.56, "e_homo_ev": -8.6, "symbols": ["C", "N", "C", "N", "C", "O", "N", "H", "H", "H", "H", "H", "H", "H"], "xyz": [[1.00690, -1.51432, -1.05982], [-0.39602, -1.26639, -1.20697], [-1.11621, -0.64268, -0.42908], [-2.22375, -0.30052, 0.08703], [-0.02892, 0.99650, 0.64740], [-0.99615, 1.50037, 1.35418], [1.10646, 1.67325, 0.79930], [1.18630, -2.48858, -0.58939], [1.46946, -0.74304, -0.42539], [1.49048, -1.52046, -2.04126], [-1.78780, 0.91747, 1.07932], [-2.87734, -1.06838, 0.18888], [1.93087, 1.40548, 0.28812], [1.15612, 2.49957, 1.38755]], "forces_ev_per_a": [[0.23, -0.05, 0.02], [-0.37, 0.39, 0.40], [-0.10, -0.32, -0.22], [0.31, -0.06, -0.15], [0.18, 0.29, 0.17], [0.08, -0.14, -0.15], [-0.06, -0.06, -0.06], [-0.03, 0.14, -0.07], [-0.07, -0.12, -0.10], [-0.08, 0.01, 0.15], [0.03, -0.01, 0.00], [0.06, 0.03, -0.01], [-0.16, 0.01, 0.08], [-0.03, -0.10, -0.06]], "nbo_charge": [-0.41, -0.52, 0.65, -0.88, 0.37, -0.69, -0.80, 0.20, 0.17, 0.20, 0.52, 0.40, 0.40, 0.39]}